1.
The following is a DFT calculation (wB97M-V/def2-TZVPD) of a molecular structure, C24H33ClN2O2 in a non-equilibrium geometry.

Computed properties:
energy relative to the best compared isomer or geometry (same formula, charge and spin): 576.69 kcal/mol
charge: 0
frontier orbital gap: 7.8 eV
highest occupied orbital energy: -7.18 eV

Last column: Löwdin charge in e.
Atoms and positions in Å:
1 C -2.3553 -4.2435 -2.0388  -0.358
2 H -1.6585 -4.9338 -2.7354  0.152
3 H -2.7738 -3.4509 -2.8051  0.136
4 H -3.0794 -4.8529 -1.5713  0.084
5 O -1.4602 -3.7624 -1.4440  -0.122
6 C -2.0130 -2.7527 -0.3351  0.077
7 C -3.3876 -2.4409 -0.1134  -0.036
8 C -3.7413 -1.3181 0.4831  -0.089
9 C -2.8632 -0.6572 1.3229  -0.119
10 C -1.4392 -1.1061 1.3383  -0.038
11 C -1.0901 -1.8366 0.4819  -0.369
12 O 0.2174 -2.1486 0.3760  -0.152
13 C 0.8726 -3.6748 -0.0296  0.104
14 H 1.8974 -3.4133 0.4890  0.102
15 H 0.8414 -3.6251 -1.1305  0.073
16 H 0.2271 -4.3529 0.6581  0.114
17 H -0.6988 -0.7518 2.0267  0.144
18 C -3.3174 0.3611 2.4201  -0.040
19 N -3.9473 1.5327 1.5558  -0.190
20 C -5.1557 2.0155 2.5419  -0.019
21 H -5.8192 1.1536 2.6684  0.071
22 H -5.8376 2.7424 1.9681  0.091
23 H -4.7741 2.6357 3.3639  0.077
24 C -3.2849 2.5403 1.2512  -0.260
25 C -2.2800 2.1695 -0.2583  -0.300
26 C -2.9508 1.5300 -1.2586  -0.195
27 C -2.0242 0.7907 -2.2735  0.023
28 C -0.9538 2.2170 -2.6186  -0.025
29 N -0.3932 2.5509 -1.3052  -0.197
30 C 0.7090 1.6640 -0.7532  -0.101
31 H 1.0087 2.2791 0.0613  0.113
32 C 1.8765 1.5241 -1.8546  -0.049
33 C 3.1118 1.0763 -0.9237  -0.195
34 C 4.2003 1.6820 -0.7989  -0.106
35 C 5.2685 1.2788 -0.0415  -0.209
36 C 5.2766 0.2922 0.5708  -0.499
37 C 4.1317 -0.6910 0.2151  -0.102
38 C 3.0357 -0.2018 -0.0849  -0.063
39 H 2.1377 -0.7912 -0.4385  0.123
40 H 3.9471 -1.5436 0.9434  0.126
41 Cl 6.6597 -0.5802 1.6110  0.467
42 H 6.0464 2.0242 0.3159  0.164
43 H 4.1752 2.7483 -1.1955  0.151
44 H 1.6378 0.7130 -2.5139  0.096
45 H 2.0360 2.5838 -2.2338  0.133
46 H 0.4384 0.6406 -0.5930  0.086
47 C -1.2028 2.9751 -0.4166  -0.383
48 H -0.6148 3.3417 0.4404  0.145
49 H -1.8001 4.0003 -1.0397  0.195
50 H -0.3729 1.7360 -3.2304  0.030
51 H -1.4656 2.9485 -3.1202  0.086
52 H -1.5195 0.1303 -1.9195  -0.025
53 H -2.3570 0.7485 -3.2918  0.094
54 H -3.6742 0.6460 -0.8615  0.158
55 H -3.4802 2.2700 -1.5668  0.062
56 H -1.6526 1.2654 0.5941  0.197
57 H -3.9119 3.1868 0.5877  0.140
58 H -2.7071 2.9803 1.9307  0.072
59 H -3.9032 0.0610 3.1149  0.009
60 H -2.2735 0.8467 3.1576  0.205
61 H -4.7003 -1.1443 0.5666  0.078
62 H -3.9810 -2.8006 -0.8186  0.063



2.
The following is a DFT calculation (wB97M-V/def2-TZVPD) of C2HN2PS in the gas phase in a non-equilibrium geometry.

Computed properties:
energy relative to the best compared isomer or geometry (same formula, charge and spin): 17.30 kcal/mol
charge: 0
frontier orbital gap: 10.4 eV
highest occupied orbital energy: -11.13 eV
SMILES: N#CP(S)C#N

Last column: Löwdin charge in e.
Atoms and positions in Å:
1 C 1.1722 -0.3212 1.3291  -0.410
2 C -0.7806 -1.1749 -0.4327  -0.552
3 N 1.2916 -0.6589 2.4152  0.041
4 N -1.7895 -1.7357 -0.5467  0.092
5 P 0.6267 -0.0125 -0.6458  0.625
6 S -0.6311 1.7249 -0.5158  0.374
7 H 0.1107 2.1783 -1.6033  -0.170



3.
The following is a DFT calculation (wB97M-V/def2-TZVPD) of a molecular structure, C46H58MnO4S.

Computed properties:
charge: -2
2S+1: 6
frontier orbital gap (alpha / beta): 4.2 / 4.5 eV
highest occupied orbital energy (alpha / beta): -0.05 / -0.38 eV

Last column: Löwdin charge in e.
Atoms and positions in Å:
1 Mn 1.4248 -0.3275 0.8723  0.535
2 C -1.2329 -0.0606 -3.4631  -0.100
3 O -0.7820 -0.1031 -2.1344  -0.119
4 C 0.6002 -0.0841 -2.0650  -0.238
5 C 1.3138 -1.2876 -2.0483  -0.146
6 C 0.6212 -2.6397 -1.8981  -0.072
7 C 0.7252 -3.2808 -0.5188  -0.140
8 C 1.4566 -4.4167 -0.2550  -0.011
9 C 1.5297 -4.9788 1.0281  -0.196
10 C 0.7628 -4.3864 2.0286  -0.010
11 C -0.0072 -3.2494 1.8152  -0.138
12 C -0.9396 -2.7417 2.9134  -0.070
13 C -1.3699 -1.2826 3.0262  -0.113
14 C -2.7226 -0.9701 3.0016  0.006
15 C -3.1976 0.3391 3.0827  -0.169
16 C -2.2708 1.3661 3.2037  0.021
17 C -0.9041 1.1100 3.2312  -0.123
18 C 0.1010 2.2503 3.3108  -0.059
19 C 0.3938 3.0328 2.0335  -0.119
20 C 0.8207 4.3496 2.1001  -0.019
21 C 1.2113 5.0832 0.9798  -0.202
22 C 1.1427 4.4384 -0.2601  -0.008
23 C 0.7053 3.1327 -0.3833  -0.130
24 C 0.4974 2.4473 -1.7235  -0.075
25 C 1.2578 1.1460 -1.9439  -0.141
26 C 2.6460 1.1504 -1.9956  0.007
27 C 3.3944 -0.0186 -2.1042  -0.202
28 C 2.7005 -1.2253 -2.0893  -0.016
29 C 4.9175 0.0422 -2.1947  -0.560
30 C 5.3051 0.3904 -3.6413  -0.065
31 C 5.4725 1.1118 -1.2471  -0.085
32 C 5.5590 -1.2946 -1.8130  -0.090
33 C 0.3409 2.3931 0.7756  -0.320
34 O -0.0416 1.1612 0.6588  -0.131
35 C 1.7062 6.5193 1.1509  -0.569
36 C 2.9508 6.5389 2.0504  -0.061
37 C 2.0841 7.1649 -0.1840  -0.086
38 C 0.6124 7.3842 1.7964  -0.066
39 C -0.4878 -0.2161 3.1800  -0.214
40 O 0.8588 -0.4362 3.0473  -0.236
41 C 1.6107 -1.0025 4.1117  -0.080
42 C -4.7012 0.5946 2.9644  -0.561
43 C -5.1849 0.1077 1.5909  -0.050
44 C -5.0506 2.0783 3.0901  -0.081
45 C -5.4542 -0.1636 4.0663  -0.063
46 C 0.0513 -2.6207 0.5491  -0.371
47 O -0.4270 -1.4340 0.3630  -0.107
48 C 2.5213 -6.1090 1.2949  -0.567
49 C 2.4647 -6.6008 2.7422  -0.086
50 C 3.9438 -5.5930 1.0245  -0.052
51 C 2.2367 -7.3100 0.3812  -0.070
52 H -0.8833 0.8446 -3.9792  0.087
53 H -0.8966 -0.9366 -4.0350  0.087
54 H -2.3234 -0.0538 -3.4325  0.085
55 H -0.4376 -2.5126 -2.1334  0.112
56 H 1.0476 -3.3350 -2.6298  0.110
57 H 2.0280 -4.8619 -1.0672  0.105
58 H 0.7744 -4.8041 3.0316  0.097
59 H -1.8773 -3.3050 2.8291  0.110
60 H -0.5122 -3.0537 3.8734  0.101
61 H -3.4252 -1.7861 2.8627  0.105
62 H -2.5901 2.4009 3.2340  0.108
63 H -0.2631 2.9666 4.0555  0.111
64 H 1.0447 1.8514 3.6915  0.121
65 H 0.8639 4.8188 3.0823  0.105
66 H 1.4218 4.9676 -1.1664  0.094
67 H -0.5672 2.2258 -1.8214  0.116
68 H 0.7644 3.1544 -2.5180  0.112
69 H 3.1437 2.1074 -1.8841  0.116
70 H 3.2402 -2.1609 -2.0275  0.110
71 H 4.8852 1.3568 -3.9327  0.074
72 H 6.3945 0.4433 -3.7432  0.071
73 H 4.9285 -0.3656 -4.3359  0.076
74 H 5.1559 2.1176 -1.5368  0.065
75 H 5.1155 0.9147 -0.2315  0.008
76 H 6.5667 1.0901 -1.2706  0.073
77 H 5.3164 -2.0821 -2.5326  0.070
78 H 6.6482 -1.1853 -1.7960  0.073
79 H 5.2218 -1.5916 -0.8155  0.024
80 H 3.7445 5.9363 1.6059  0.089
81 H 3.3190 7.5625 2.1846  0.072
82 H 2.7314 6.1228 3.0343  0.072
83 H 2.8878 6.6148 -0.6771  0.082
84 H 1.2305 7.2031 -0.8642  0.079
85 H 2.4287 8.1892 -0.0138  0.073
86 H 0.3181 6.9848 2.7679  0.070
87 H 0.9627 8.4124 1.9412  0.071
88 H -0.2768 7.4050 1.1624  0.083
89 H 1.2385 -1.9968 4.3712  0.077
90 H 2.6263 -1.0688 3.7157  0.002
91 H 1.5550 -0.3498 4.9904  0.089
92 H -4.6402 0.6190 0.7956  0.094
93 H -5.0135 -0.9620 1.4668  0.077
94 H -6.2561 0.3020 1.4708  0.074
95 H -4.5818 2.6648 2.2984  0.085
96 H -6.1338 2.2070 3.0108  0.075
97 H -4.7308 2.4851 4.0520  0.081
98 H -5.2673 -1.2364 4.0078  0.071
99 H -5.1340 0.1786 5.0531  0.084
100 H -6.5331 -0.0002 3.9761  0.073
101 H 2.7269 -5.8027 3.4392  0.083
102 H 1.4694 -6.9707 3.0006  0.077
103 H 3.1787 -7.4183 2.8804  0.072
104 H 4.1367 -4.6877 1.6025  0.089
105 H 4.6908 -6.3544 1.2785  0.071
106 H 4.0690 -5.3273 -0.0266  0.075
107 H 1.2461 -7.7223 0.5891  0.079
108 H 2.2642 -7.0216 -0.6703  0.067
109 H 2.9811 -8.0995 0.5351  0.071
110 S 3.5986 -0.7174 1.2772  -0.160



4.
The following is a DFT calculation (wB97M-V/def2-TZVPD) of 2 unconnected molecules or ions with the total composition C14H14BrNO5 in a non-equilibrium geometry.

Computed properties:
charge: 0
frontier orbital gap: 9.9 eV
highest occupied orbital energy: -10.06 eV
SMILES: C[C@H](Br)CN1C(=O)c2ccccc2C1=O.O=C1OCCO1

Last column: Löwdin charge in e.
Atoms and positions in Å:
1 C 4.5516 -0.7365 -0.9121  -0.162
2 C 3.9137 -2.0783 -1.2305  -0.669
3 Br 5.1220 -2.9683 -2.5331  0.665
4 C 2.5306 -1.9953 -1.9246  -0.191
5 N 1.7914 -0.7167 -1.6834  0.059
6 C 1.2510 -0.5334 -0.3809  -0.338
7 O 1.8211 -0.1937 0.6329  0.119
8 C -0.2380 -0.7936 -0.3438  -0.095
9 C -1.1057 -0.8057 0.7093  0.025
10 C -2.4509 -1.1007 0.3769  -0.034
11 C -2.7981 -1.3815 -0.9270  -0.065
12 C -1.8980 -1.3526 -1.9658  -0.005
13 C -0.6204 -1.0385 -1.6517  -0.103
14 C 0.6039 -0.8872 -2.5046  -0.346
15 O 0.5662 -0.8812 -3.7128  0.137
16 H 3.9538 -0.1122 -0.2444  0.060
17 H 4.7635 -0.1529 -1.8112  0.079
18 H 5.5009 -0.9405 -0.4056  0.074
19 H 3.8417 -2.7517 -0.3785  0.088
20 H 2.6898 -2.0832 -2.9979  0.085
21 H 1.8923 -2.8369 -1.6177  0.139
22 H -0.7479 -0.5992 1.7114  0.125
23 H -3.2392 -1.1117 1.1206  0.107
24 H -3.8273 -1.6395 -1.1541  0.113
25 H -2.1525 -1.5675 -2.9986  0.131
26 C -1.8738 3.7122 3.0525  -0.119
27 C -2.9604 3.7243 2.0044  -0.120
28 O -3.2942 2.3396 1.8884  0.057
29 C -2.9382 1.7301 3.0463  -0.571
30 O -3.2222 0.6143 3.3359  0.157
31 O -2.2064 2.5596 3.8301  0.064
32 H -1.8703 4.6079 3.6691  0.133
33 H -0.8795 3.5725 2.6236  0.134
34 H -3.8468 4.2746 2.3265  0.133
35 H -2.6239 4.1234 1.0504  0.133



5.
The following is a DFT calculation (wB97M-V/def2-TZVPD) of 3 unconnected molecules or ions with the total composition C16H39BrFN3O8S2 in a non-equilibrium geometry.

Computed properties:
charge: 0
frontier orbital gap: 8.5 eV
highest occupied orbital energy: -8.56 eV
SMILES: C[C@H](Br)CN(C[SH](=O)=O)S(=O)(=O)F.COCCNCCOC.COCCNCCOC

Last column: Löwdin charge in e.
Atoms and positions in Å:
1 C -5.1308 -1.5835 -0.3860  -0.158
2 C -4.1149 -1.3901 -1.4938  -0.712
3 Br -5.0336 -1.9156 -3.1575  0.726
4 C -2.8792 -2.2922 -1.4067  -0.259
5 N -1.6929 -1.7399 -0.6845  -0.198
6 C -2.0097 -1.5327 0.7453  -0.259
7 S -0.5919 -1.5505 1.8685  0.656
8 O -0.8878 -0.5711 2.8514  -0.326
9 O 0.6499 -1.3719 1.2207  -0.309
10 S -1.0941 -0.3883 -1.4499  0.545
11 O 0.2914 -0.3642 -1.4564  -0.194
12 O -1.6724 -0.2469 -2.7162  -0.210
13 F -1.5810 0.8032 -0.5838  -0.117
14 H -4.7120 -1.2412 0.5619  0.067
15 H -5.4141 -2.6222 -0.2518  0.081
16 H -5.9852 -0.9422 -0.5614  0.075
17 H -3.8839 -0.3392 -1.6086  0.076
18 H -3.1163 -3.2492 -0.9513  0.131
19 H -2.5541 -2.4982 -2.4166  0.083
20 H -2.5474 -0.6024 0.9032  0.097
21 H -2.6674 -2.3414 1.0465  0.110
22 H -0.6634 -2.7517 2.5031  0.083
23 C 7.8245 -4.2424 2.4786  -0.119
24 O 6.7639 -3.4745 3.0133  -0.197
25 C 6.3619 -2.3899 2.1818  -0.217
26 C 4.9633 -2.6124 1.6492  -0.213
27 N 4.9404 -3.7008 0.6786  -0.049
28 C 3.5980 -4.1308 0.2979  -0.195
29 C 2.7218 -4.7584 1.3766  -0.233
30 O 3.1786 -6.0141 1.8439  -0.178
31 C 4.1282 -5.9613 2.8935  -0.100
32 H 8.1259 -4.9616 3.2385  0.087
33 H 7.5130 -4.7925 1.5840  0.080
34 H 8.6844 -3.6116 2.2347  0.087
35 H 7.0718 -2.2251 1.3667  0.122
36 H 6.3573 -1.4926 2.8074  0.121
37 H 4.6122 -1.6964 1.1665  0.126
38 H 4.3116 -2.8172 2.5094  0.107
39 H 5.4307 -4.4953 1.0693  0.069
40 H 3.7166 -4.8694 -0.4991  0.119
41 H 3.0673 -3.2783 -0.1367  0.118
42 H 1.7459 -4.9526 0.9204  0.118
43 H 2.5370 -4.0753 2.2150  0.106
44 H 3.9793 -5.0916 3.5381  0.089
45 H 5.1500 -5.9604 2.5047  0.072
46 H 4.0080 -6.8630 3.4948  0.087
47 C 0.1291 5.5184 -0.8809  -0.113
48 O -1.0133 6.1544 -0.3372  -0.197
49 C -1.5174 7.2186 -1.1360  -0.219
50 C -2.8791 6.8657 -1.6948  -0.217
51 N -2.7730 5.8163 -2.7005  -0.051
52 C -4.0532 5.2501 -3.1161  -0.199
53 C -4.8660 4.4905 -2.0720  -0.227
54 O -4.2640 3.2843 -1.6396  -0.179
55 C -3.3413 3.4173 -0.5725  -0.100
56 H 0.4943 4.8087 -0.1406  0.089
57 H -0.1127 4.9698 -1.7975  0.080
58 H 0.9212 6.2431 -1.0904  0.088
59 H -0.8212 7.4865 -1.9355  0.122
60 H -1.6240 8.0881 -0.4806  0.121
61 H -3.3228 7.7551 -2.1519  0.123
62 H -3.5126 6.5620 -0.8501  0.106
63 H -2.2017 5.0682 -2.3291  0.069
64 H -3.8409 4.5578 -3.9344  0.119
65 H -4.6722 6.0510 -3.5327  0.118
66 H -5.8065 4.1990 -2.5475  0.120
67 H -5.1387 5.1164 -1.2140  0.111
68 H -3.6062 4.2348 0.1023  0.093
69 H -2.3235 3.5570 -0.9451  0.072
70 H -3.3552 2.4861 -0.0065  0.072



- What is the formula in the second record?
  C2HN2PS



- The lowest charge belongs to which entry?
  C46H58MnO4S